--- P ---
The following is a DFT calculation (ωB97M-V/def2-TZVPD) of C14H9O8PbTe4 as an isolated structure.

```
36
C14H9O8PbTe4 | OMol25 | ωB97M-V/def2-TZVPD
Pb -0.15142 -0.12124 -0.39816
Te -2.73834 0.91891 -0.64278
Te -3.53581 -0.95582 -2.42053
Te -1.84973 -3.18442 -2.39444
Te 0.15506 -2.89619 -0.60218
O 4.83427 3.64011 -1.86805
C 3.87668 2.91586 -1.75011
C 3.90965 1.41142 -1.63017
O 4.89319 0.70018 -1.67578
C 2.51732 1.00039 -1.43167
C 1.66130 2.12979 -1.44434
O 0.41232 2.00504 -1.23934
C 2.43614 3.35620 -1.65223
O 2.01786 4.49454 -1.71886
O 2.05683 -0.16548 -1.21522
C 3.21253 2.47655 5.25485
O 2.18615 1.71498 5.86555
C 1.32923 1.06084 5.04598
C 0.32082 0.30992 5.68205
C -0.57382 -0.37480 4.91496
C -0.55276 -0.37857 3.49859
C -1.52472 -1.12460 2.73930
C -2.61922 -1.94415 3.39305
O -1.54213 -1.15358 1.50433
C 0.47612 0.39030 2.85219
O 0.66935 0.52130 1.58426
C 1.39581 1.09410 3.67811
H 3.78535 2.91737 6.06646
H 2.80045 3.26992 4.62685
H 3.86709 1.84795 4.64649
H 0.27309 0.28796 6.76226
H -1.33166 -0.93872 5.43578
H -2.62070 -1.94292 4.47573
H -2.52410 -2.96887 3.03266
H -3.57569 -1.56668 3.02967
H 2.14837 1.65457 3.14239
```

Values from the calculation:
Highest occupied orbital energy, eV: -4.84
Net charge: -1
HOMO-LUMO gap, eV: 5.11
Lowest unoccupied orbital energy, eV: 0.2698

--- Q ---
The following is a DFT calculation (ωB97M-V/def2-TZVPD) of C14H9O8PbTe4 as an isolated structure.

```
36
C14H9O8PbTe4 | OMol25 | ωB97M-V/def2-TZVPD
Pb 1.61216 -1.95119 -0.48051
Te 0.61990 -4.59504 -0.94483
Te 2.81861 -5.80073 0.02645
Te 3.03348 -4.49692 2.37819
Te 3.80450 -2.14693 1.32477
O 1.94123 2.33649 -5.07626
C 1.95976 1.45015 -4.26199
C 2.88366 1.35410 -3.05520
O 3.75360 2.14364 -2.75539
C 2.48531 0.12638 -2.36874
C 1.43649 -0.51346 -3.03784
O 0.92504 -1.61083 -2.59190
C 1.04061 0.23581 -4.23210
O 0.17398 -0.02550 -5.03788
O 2.97304 -0.35864 -1.27364
C -2.29582 3.87547 -0.47492
O -2.70094 3.24934 0.73188
C -2.12108 2.06507 1.04067
C -2.55260 1.47958 2.24933
C -2.01451 0.28499 2.62509
C -1.04043 -0.40144 1.86114
C -0.50507 -1.67029 2.29694
C -0.92961 -2.33115 3.59294
O 0.33189 -2.30841 1.65089
C -0.60958 0.20047 0.63925
O 0.26350 -0.27723 -0.18635
C -1.17964 1.44325 0.26101
H -2.86248 4.80026 -0.53846
H -2.52026 3.24833 -1.34013
H -1.22744 4.10083 -0.46288
H -3.29666 1.98665 2.84713
H -2.36076 -0.14878 3.55156
H -1.62978 -1.77528 4.20606
H -0.02401 -2.52663 4.16784
H -1.36171 -3.29960 3.33867
H -0.82436 1.85726 -0.67081
```

Values from the calculation:
Highest occupied orbital energy, eV: -5.01
Net charge: -1
HOMO-LUMO gap, eV: 5.74
Lowest unoccupied orbital energy, eV: 0.7261

Stability, lowest: P